# 1
The following is a quantum chemistry calculation of the molecule C4H6N2S in a non-equilibrium geometry, from the OMol25 dataset.

Geometry as ORCA input:
```
! wB97M-V def2-TZVPD RIJCOSX def2/J DEFGRID3
* xyz 0 1
C -1.82 -0.85 0.77
N 0.23 0.00 -1.86
H -2.77 -1.24 1.33
H 1.24 1.76 1.28
H 2.53 0.46 0.72
C 1.53 0.91 0.56
H 1.23 0.27 -1.96
C -1.38 -0.95 -0.53
N 0.41 0.02 0.54
S -0.68 -0.11 1.81
H -1.82 -1.36 -1.49
C -0.16 -0.27 -0.69
H 1.47 1.36 -0.48
*
```

Properties
**E_LUMO**: 0.71 eV
**SMILES**: [H]/N=c1/ccsn1C
**Highest occupied orbital energy**: -7.907 eV
**HOMO-LUMO gap**: 8.62 eV
**Energy**: -663.65200 Ha



# 2
The following is a quantum chemistry calculation of the molecule C4H6N2S2 in a non-equilibrium geometry, from the OMol25 dataset.

Geometry as ORCA input:
```
! wB97M-V def2-TZVPD RIJCOSX def2/J DEFGRID3
* xyz 0 1
H -1.20 3.17 -1.66
H 1.15 -3.76 -0.17
C -0.99 2.07 -1.72
H -0.79 0.25 2.27
C 0.15 -0.54 0.52
C -0.53 1.40 -0.66
N 0.54 -1.75 0.71
C 0.08 0.46 1.65
S -0.12 2.09 0.90
H 0.98 0.47 2.33
N -0.25 0.05 -0.67
H -0.98 1.66 -2.74
H -0.60 -0.49 -1.38
S 0.56 -2.69 -0.75
*
```

Properties
**E_LUMO**: 0.73 eV
**SMILES**: C=C1N/C(=N\S)CS1
**Highest occupied orbital energy**: -8.317 eV
**HOMO-LUMO gap**: 9.04 eV
**Energy**: -1061.87022 Ha



# 3
The following is a quantum chemistry calculation of the molecule C4H6N2S2, from the OMol25 dataset.

Geometry as ORCA input:
```
! wB97M-V def2-TZVPD RIJCOSX def2/J DEFGRID3
* xyz 0 1
H 2.15 -1.44 1.15
H 1.69 1.71 0.81
S -3.52 -0.53 -0.08
S 1.92 -1.28 -0.17
H -0.95 -2.03 -0.97
N 0.37 -0.62 -0.08
H -0.95 -2.02 0.81
H 0.54 2.74 -0.08
C 0.02 0.71 -0.08
C -1.91 -0.28 -0.09
C -0.87 -1.39 -0.08
C 1.05 1.78 -0.08
H 1.70 1.71 -0.96
N -1.26 0.95 -0.09
*
```

Properties
**E_LUMO**: -0.10 eV
**SMILES**: CC1=NC(=S)CN1S
**Highest occupied orbital energy**: -8.353 eV
**HOMO-LUMO gap**: 8.25 eV
**Energy**: -1061.88532 Ha



# 4
The following is a quantum chemistry calculation of a 2-piece molecular cluster, C4H6N3 overall in a non-equilibrium geometry, from the OMol25 dataset.

Geometry as ORCA input:
```
! wB97M-V def2-TZVPD RIJCOSX def2/J DEFGRID3
* xyz 1 1
H -0.31 -0.63 -2.00
H 2.44 2.88 0.52
C 1.27 1.75 -0.46
H -2.47 -0.41 0.23
H 0.98 2.08 1.30
C -0.70 0.17 0.72
H 0.70 0.64 -3.20
N 1.57 2.43 0.53
N -1.61 0.05 -0.08
C 0.36 0.23 -2.25
N 0.08 0.42 1.58
H 0.69 -0.18 2.11
C 0.87 1.02 -1.38
*
```

Properties
**E_LUMO**: -5.82 eV
**Highest occupied orbital energy**: -14.410 eV
**HOMO-LUMO gap**: 8.59 eV
**Energy**: -319.88287 Ha



# 5
The following is a quantum chemistry calculation of an isolated ion of composition C4H6N3 and charge +1 in a non-equilibrium geometry, from the OMol25 dataset.

Geometry as ORCA input:
```
! wB97M-V def2-TZVPD RIJCOSX def2/J DEFGRID3
* xyz 1 1
C 1.20 -1.34 0.10
H -1.93 -0.10 -0.34
C 0.05 -0.54 -0.09
H -1.37 1.94 0.44
H 1.48 -2.39 0.28
N 0.53 0.71 -0.17
C -1.37 -0.92 -0.15
N 1.90 0.74 -0.18
N 2.28 -0.44 -0.07
C -0.34 2.22 0.06
H -1.55 -1.25 0.95
H -1.35 -1.66 -0.97
H 0.46 3.04 0.13
*
```

Properties
**E_LUMO (alpha / beta)**: -5.96 / -8.60 eV
**SMILES**: C=[N+]1N=NC=C1C
**Highest occupied orbital energy (alpha / beta)**: -15.731 / -14.828 eV
**HOMO-LUMO gap (alpha / beta)**: 9.77 / 6.23 eV
**Energy**: -319.78230 Ha



# 6
The following is a quantum chemistry calculation of C4H6N3 as an isolated structure in a non-equilibrium geometry, from the OMol25 dataset.

Geometry as ORCA input:
```
! wB97M-V def2-TZVPD RIJCOSX def2/J DEFGRID3
* xyz 1 1
H -1.94 1.34 0.07
C 1.26 0.62 0.00
N 0.99 -0.45 1.01
H -1.65 -0.77 -1.06
H 1.14 -0.60 2.03
H -2.00 -1.21 0.61
C -1.03 0.84 0.01
C -1.20 -0.73 -0.01
N 0.04 1.46 0.05
C 0.23 -1.03 0.00
H 2.21 1.14 0.28
N 1.03 -0.38 -1.02
H 0.91 -0.23 -1.98
*
```

Properties
**E_LUMO (alpha / beta)**: -5.88 / -5.88 eV
**Highest occupied orbital energy (alpha / beta)**: -15.179 / -15.179 eV
**HOMO-LUMO gap (alpha / beta)**: 9.30 / 9.30 eV
**Energy**: -319.87633 Ha



# 7
The following is a quantum chemistry calculation of an isolated ion of composition C4H6N3 and charge +1 in a non-equilibrium geometry, from the OMol25 dataset.

Geometry as ORCA input:
```
! wB97M-V def2-TZVPD RIJCOSX def2/J DEFGRID3
* xyz 1 3
C 4.12 0.09 -0.04
N 5.10 -0.05 -0.63
H -1.13 -0.99 0.39
H 0.74 2.12 -0.11
C -0.03 -1.29 0.07
H 0.53 -2.05 0.55
N 3.06 0.23 0.73
C 0.05 1.22 -0.01
H -0.62 1.70 0.71
N 0.69 -0.04 0.32
H -0.66 1.21 -0.91
H -0.13 -1.62 -0.93
C 1.90 0.13 0.53
*
```

Properties
**E_LUMO (alpha / beta)**: -4.05 / -9.90 eV
**Highest occupied orbital energy (alpha / beta)**: -11.715 / -16.286 eV
**HOMO-LUMO gap (alpha / beta)**: 7.66 / 6.38 eV
**Energy**: -319.73199 Ha



# 8
The following is a quantum chemistry calculation of C4H6N4 as an isolated structure in a non-equilibrium geometry, from the OMol25 dataset.

Geometry as ORCA input:
```
! wB97M-V def2-TZVPD RIJCOSX def2/J DEFGRID3
* xyz 0 1
H 0.89 1.10 1.79
H -1.78 -1.88 1.21
C 2.11 -0.09 -0.30
H 3.43 -0.32 -0.11
H -1.55 2.06 -0.18
N -2.18 0.13 0.00
N 0.00 0.62 -0.46
C -1.30 1.09 -0.07
H 1.71 2.15 0.24
C 1.12 1.12 0.54
C 0.04 -0.74 0.07
H 2.08 0.01 -1.73
N -1.38 -1.13 -0.15
N 1.18 -1.25 0.24
*
```

Properties
**E_LUMO**: -0.49 eV
**Highest occupied orbital energy**: -9.313 eV
**HOMO-LUMO gap**: 8.83 eV
**Energy**: -374.70003 Ha



# 9
The following is a quantum chemistry calculation of the molecule C4H6N4 in a non-equilibrium geometry, from the OMol25 dataset.

Geometry as ORCA input:
```
! wB97M-V def2-TZVPD RIJCOSX def2/J DEFGRID3
* xyz 0 1
H -1.39 1.72 0.39
N 0.31 0.46 0.19
H -1.98 -0.16 1.35
H -0.86 1.10 -1.27
N 2.39 -0.14 -0.04
H -2.74 -0.46 -0.31
C 1.65 0.94 0.05
H 2.18 1.86 -0.11
C 0.32 -0.87 0.03
N -0.79 -1.47 -0.21
H 2.04 -2.23 -0.02
C -0.98 0.93 -0.24
N 1.57 -1.29 0.03
C -1.73 -0.38 0.16
*
```

Properties
**E_LUMO**: 0.96 eV
**SMILES**: C1=NNC2=NCCN12
**Highest occupied orbital energy**: -8.023 eV
**HOMO-LUMO gap**: 8.98 eV
**Energy**: -374.96602 Ha



# 10
The following is a quantum chemistry calculation of the molecule C4H6N4 in a non-equilibrium geometry, from the OMol25 dataset.

Geometry as ORCA input:
```
! wB97M-V def2-TZVPD RIJCOSX def2/J DEFGRID3
* xyz 0 1
H -3.65 0.41 -0.73
C -0.28 0.49 0.24
H 1.42 -1.30 -0.15
H 1.27 1.92 0.34
C 2.10 -0.29 -0.17
H 3.89 0.68 -0.08
N -2.23 -1.06 0.07
H -0.39 -1.31 -0.67
N 1.08 0.84 0.33
H -0.29 -1.18 1.27
C -0.64 -0.95 0.26
N -1.45 1.20 -0.16
C -2.50 0.19 -0.30
N 3.41 -0.41 -0.27
*
```

Properties
**E_LUMO**: 0.02 eV
**SMILES**: [H]/N=C\NC1=NC=NC1
**Highest occupied orbital energy**: -9.227 eV
**HOMO-LUMO gap**: 9.25 eV
**Energy**: -374.87765 Ha



# 11
The following is a quantum chemistry calculation of the molecule C4H6N4 in a non-equilibrium geometry, from the OMol25 dataset.

Geometry as ORCA input:
```
! wB97M-V def2-TZVPD RIJCOSX def2/J DEFGRID3
* xyz 0 1
N 0.98 -1.35 0.05
C -0.22 -0.63 0.04
H -3.29 -0.33 -0.13
N -2.31 -0.26 -0.09
C 2.35 0.60 -0.06
N -0.30 0.76 0.07
H 3.49 0.71 -0.36
H -1.93 1.94 0.07
H -1.78 -2.35 0.05
H 2.22 0.84 1.10
C -1.43 -1.28 0.00
C -1.56 0.94 0.04
H 1.71 1.29 -0.74
N 2.09 -0.86 -0.04
*
```

Properties
**E_LUMO**: 0.69 eV
**SMILES**: C/N=N\c1c[nH]cn1
**Highest occupied orbital energy**: -8.251 eV
**HOMO-LUMO gap**: 8.94 eV
**Energy**: -374.95593 Ha



# 12
The following is a quantum chemistry calculation of the molecule C4H6N4 in a non-equilibrium geometry, from the OMol25 dataset.

Geometry as ORCA input:
```
! wB97M-V def2-TZVPD RIJCOSX def2/J DEFGRID3
* xyz 0 1
H -3.11 1.02 -1.56
N -1.43 2.48 -1.21
N -0.11 2.14 -0.98
H -1.43 -0.95 -0.78
C -1.23 0.15 -1.08
H -0.28 -1.22 0.82
N 0.88 0.30 -0.02
C -2.14 1.17 -1.29
N -0.08 0.83 -0.63
H 2.32 -1.87 0.91
C 0.79 -0.77 0.55
C 1.81 -1.21 1.41
H 1.29 -1.54 2.32
H 2.72 -0.52 1.54
*
```

Properties
**E_LUMO**: 0.07 eV
**SMILES**: C/C=N/n1ccnn1
**Highest occupied orbital energy**: -9.431 eV
**HOMO-LUMO gap**: 9.50 eV
**Energy**: -374.85962 Ha



For reference, energy relative to the best compared isomer or geometry (same formula, charge and spin) by record: 200.94; 120.63; 80.99; 390.56; 654.60; 407.73; 319.67; 948.70; 250.34; 482.36; 276.82; 529.69 kJ/mol.